# 1
C43H34F4N7O7PS2Ti | ωB97M-V/def2-TZVPD

As for the total charge: -2. The HOMO energy (alpha / beta) is -3.45 / -3.88 eV. The calculation puts the gap between HOMO and LUMO (alpha / beta) at 7.0 / 5.2 eV. The spin multiplicity is 3. As for the energy relative to the best compared isomer or geometry (same formula, charge and spin): 21.2 kcal per mole.

Each line ends with the Mulliken spin population.
Element x y z (Å)
Ti  0.387  0.415  -0.015  0.92
C  -0.678  -5.116  4.161  0.00
C  -1.585  -4.048  3.534  0.00
C  -2.985  -4.131  4.159  0.00
C  -1.712  -4.331  2.038  0.00
C  -0.991  -2.665  3.802  0.00
C  -0.867  -2.203  5.125  0.00
C  -0.379  -0.946  5.415  0.00
C  0.001  -0.132  4.354  0.00
S  0.576  1.502  4.380  0.00
C  0.653  1.501  2.649  -0.01
N  0.318  0.369  2.089  -0.01
C  -0.076  -0.578  3.038  0.02
C  -0.584  -1.846  2.766  0.01
C  1.094  2.640  1.860  0.00
C  1.503  3.831  2.464  0.00
C  1.985  4.859  1.681  0.00
C  2.089  4.657  0.306  0.00
C  1.677  3.465  -0.270  -0.01
C  1.120  2.415  0.473  -0.01
H  -1.109  -6.109  4.010  0.00
H  -0.553  -4.958  5.235  0.00
H  0.311  -5.096  3.699  0.00
H  -3.415  -5.118  3.969  0.00
H  -3.642  -3.379  3.719  0.00
H  -2.960  -3.976  5.239  0.00
H  -2.181  -5.304  1.881  0.00
H  -0.734  -4.358  1.553  0.00
H  -2.322  -3.576  1.535  0.00
H  -1.180  -2.837  5.946  0.00
H  -0.313  -0.594  6.436  0.00
H  -0.697  -2.140  1.737  0.00
H  1.446  3.946  3.542  0.00
H  2.300  5.792  2.128  0.00
H  2.506  5.439  -0.320  0.00
H  1.823  3.353  -1.337  0.00
O  -6.414  3.013  0.738  0.00
C  -5.450  3.798  0.787  0.00
O  -5.414  5.032  0.959  0.00
C  -4.068  3.132  0.597  0.00
C  -2.969  3.877  0.194  0.00
C  -1.747  3.255  -0.006  0.01
N  -1.565  1.945  0.150  -0.01
C  -2.626  1.227  0.539  0.01
C  -3.873  1.768  0.786  0.00
C  -2.386  -0.257  0.567  0.01
O  -3.168  -1.038  1.065  0.00
O  -1.269  -0.595  -0.033  -0.01
H  -3.084  4.943  0.055  0.00
H  -0.871  3.831  -0.279  0.00
H  -4.690  1.127  1.087  0.00
F  0.735  -5.690  -3.731  0.00
C  1.523  -4.631  -3.948  0.02
C  2.299  -4.649  -5.066  0.03
F  2.213  -5.720  -5.866  0.00
C  3.217  -3.616  -5.394  -0.01
C  3.266  -2.574  -4.430  0.02
C  2.487  -2.551  -3.313  0.00
F  2.565  -1.475  -2.516  0.00
C  1.557  -3.576  -2.994  0.09
C  0.742  -3.538  -1.846  0.21
C  0.919  -2.576  -0.824  -0.04
N  1.071  -1.803  0.022  0.11
C  -0.361  -4.422  -1.649  -0.04
N  -1.272  -5.105  -1.469  0.09
F  4.062  -1.523  -4.656  0.00
C  3.990  -3.616  -6.571  0.32
C  5.054  -2.697  -6.814  -0.03
N  5.942  -2.006  -7.063  0.11
C  3.774  -4.529  -7.645  -0.03
N  3.621  -5.217  -8.558  0.11
C  -0.058  -0.115  -6.540  0.00
C  -0.194  -0.847  -5.224  0.01
O  -1.067  -0.106  -4.378  0.00
P  -1.038  -0.335  -2.743  0.02
O  -2.395  0.496  -2.461  0.00
C  -3.671  -0.118  -2.696  0.00
C  -4.335  0.488  -3.913  0.00
O  0.029  0.852  -2.241  0.03
C  0.050  2.114  -2.950  0.01
C  1.308  2.186  -3.789  0.00
H  0.594  -0.678  -7.212  0.00
H  0.373  0.875  -6.384  0.00
H  -1.034  0.002  -7.014  0.00
H  0.793  -0.966  -4.756  0.00
H  -0.605  -1.848  -5.384  0.00
H  -4.268  0.062  -1.802  0.00
H  -3.551  -1.201  -2.806  0.00
H  -4.380  1.572  -3.805  0.00
H  -5.356  0.110  -4.003  0.00
H  -3.780  0.248  -4.820  0.00
H  0.010  2.893  -2.195  -0.01
H  -0.842  2.194  -3.567  0.00
H  2.198  2.339  -3.178  0.00
H  1.228  3.006  -4.507  0.00
H  1.450  1.255  -4.339  0.00
S  5.112  0.257  0.345  0.00
C  3.533  0.332  0.003  0.01
N  2.389  0.390  -0.248  0.02


# 2
C3H6N2OS | ωB97M-V/def2-TZVPD

As for the total charge: 0. The SMILES is [H]/N=C(\N)SC(C)=O. The HOMO energy is -9.50 eV. The calculation puts the gap between HOMO and LUMO at 10.1 eV. As for the energy relative to the best compared isomer or geometry (same formula, charge and spin): 47.6 kcal per mole.

Each line ends with the Löwdin charge.
Element x y z (Å)
H  0.504  -2.136  1.376  0.10
N  0.357  -1.418  0.579  0.04
C  -0.751  -0.872  0.408  -0.76
N  -1.729  -0.853  1.434  0.01
S  -1.297  0.100  -1.143  0.89
C  0.275  1.196  -1.441  -0.63
C  1.566  1.095  -0.612  -0.06
O  0.159  1.837  -2.463  -0.01
H  -2.666  -0.606  1.017  0.07
H  -1.843  -1.463  2.262  0.10
H  2.066  0.084  -0.845  0.11
H  1.258  1.109  0.450  0.08
H  2.102  1.927  -1.022  0.07


# 3
C5H4ClNS | ωB97M-V/def2-TZVPD

As for the total charge: 0. The SMILES is NC1=CC(=S)C(Cl)=C1. The HOMO energy is -8.06 eV. The calculation puts the gap between HOMO and LUMO at 6.6 eV. As for the energy relative to the best compared isomer or geometry (same formula, charge and spin): 39.4 kcal per mole.

Each line ends with the Löwdin charge.
Element x y z (Å)
N  -1.704  0.194  -1.192  0.05
C  -0.623  -0.180  -0.383  -0.36
C  -0.506  -0.853  0.852  -0.09
C  0.919  -0.608  1.267  -0.80
S  1.355  -0.766  2.832  0.74
C  1.544  0.224  0.250  -0.74
Cl  3.079  0.955  0.255  0.69
C  0.620  0.453  -0.751  -0.06
H  -2.732  0.213  -0.722  0.17
H  -1.552  0.800  -2.114  0.15
H  -1.242  -1.479  1.387  0.10
H  0.842  1.049  -1.681  0.13


# 4
C12H26IrNO5P2S | ωB97M-V/def2-TZVPD

As for the total charge: +3. The HOMO energy (alpha / beta) is -18.21 / -19.63 eV. The calculation puts the gap between HOMO and LUMO (alpha / beta) at 8.3 / 4.8 eV. The spin multiplicity is 6. As for the energy relative to the best compared isomer or geometry (same formula, charge and spin): 0.0 kcal per mole.

Each line ends with the Mulliken spin population.
Element x y z (Å)
Ir  -0.102  -0.341  -0.045  2.29
P  1.946  -0.493  0.934  0.33
C  3.021  -0.666  -0.467  0.53
C  2.398  -1.014  -1.685  -0.07
N  1.015  -0.906  -1.768  0.23
C  0.389  -0.896  -2.959  0.14
C  1.052  -1.324  -4.104  0.13
C  2.423  -1.567  -4.052  0.03
C  3.098  -1.388  -2.861  0.20
C  -1.034  -0.393  -3.001  0.03
P  -1.313  0.796  -1.605  0.26
H  4.170  -1.538  -2.769  0.00
H  0.490  -1.422  -5.030  0.00
H  2.959  -1.898  -4.940  0.00
H  -1.249  0.120  -3.943  0.01
H  -1.744  -1.224  -2.904  0.01
H  3.858  1.296  -0.961  0.00
H  4.096  -0.826  -0.358  -0.01
H  2.514  3.006  -0.570  0.00
O  3.843  2.236  -1.260  0.01
H  4.747  2.569  -1.109  0.00
H  0.114  1.224  -0.253  0.07
O  1.692  3.235  -0.048  0.01
H  1.386  4.100  -0.343  0.00
C  -0.886  2.420  -2.248  0.01
H  -1.380  2.572  -3.214  0.01
H  -1.242  3.151  -1.516  0.00
H  0.200  2.522  -2.325  0.01
C  -3.069  0.793  -1.256  0.03
H  -3.246  1.537  -0.470  0.00
H  -3.598  1.072  -2.177  0.02
H  -3.397  -0.190  -0.894  0.00
C  1.954  -2.054  1.874  0.07
H  2.997  -2.369  2.012  0.02
H  1.465  -1.901  2.848  0.01
H  1.402  -2.813  1.303  0.00
C  2.479  0.794  2.074  0.03
H  1.898  0.689  2.999  0.00
H  3.544  0.656  2.305  0.01
H  2.300  1.784  1.635  0.00
C  -1.762  -2.291  3.024  0.00
S  -2.008  -1.723  1.352  0.05
O  -3.360  -1.910  0.909  0.03
O  -1.612  -0.220  1.430  0.36
O  -0.916  -2.297  0.446  0.14
H  -2.704  -2.089  3.548  0.00
H  -0.922  -1.757  3.478  0.00
H  -1.566  -3.366  3.026  0.01


# 5
C16H21N3O3PtS | ωB97M-V/def2-TZVPD

As for the total charge: +4. The HOMO energy (alpha / beta) is -21.29 / -23.08 eV. The calculation puts the gap between HOMO and LUMO (alpha / beta) at 8.4 / 5.6 eV. The spin multiplicity is 5. As for the energy relative to the best compared isomer or geometry (same formula, charge and spin): 4.0 kcal per mole.

Each line ends with the Mulliken spin population.
Element x y z (Å)
N  1.322  2.590  -0.494  0.01
C  0.956  3.666  -0.239  0.02
C  0.703  5.032  0.045  0.00
H  -0.375  5.249  0.031  0.00
H  1.203  5.665  -0.686  0.00
H  1.062  5.299  1.049  0.00
N  2.697  -1.632  -0.674  0.24
C  3.651  -2.291  -0.694  -0.04
C  4.806  -3.079  -0.899  0.00
H  5.449  -2.587  -1.672  0.00
H  4.473  -4.103  -1.204  0.00
H  5.316  -3.110  0.088  0.00
N  -1.827  -2.036  -0.503  0.02
C  -2.957  -2.202  -0.247  0.02
C  -4.289  -2.565  0.080  0.00
H  -4.312  -3.314  0.882  0.00
H  -4.775  -2.996  -0.797  0.00
H  -4.881  -1.707  0.429  0.00
Pt  0.709  -0.434  -0.693  1.31
C  0.319  -1.801  0.716  0.19
O  0.183  -2.344  1.733  0.00
C  1.785  0.451  0.712  0.18
O  2.269  0.798  1.715  0.00
C  1.082  0.998  -2.594  0.07
C  -0.291  1.071  -2.419  0.23
C  -1.043  -0.091  -2.435  0.25
C  -0.423  -1.318  -2.611  0.06
C  0.957  -1.404  -2.734  0.15
C  1.717  -0.228  -2.735  0.18
H  1.669  1.895  -2.759  0.01
H  -0.792  2.030  -2.434  0.01
H  -2.122  -0.020  -2.452  0.00
H  -1.004  -2.218  -2.777  0.01
H  1.410  -2.365  -2.960  0.00
H  2.781  -0.249  -2.956  0.00
C  -2.394  2.101  2.936  0.07
S  -0.861  1.195  2.944  0.28
C  -1.277  -0.152  4.078  0.08
O  -0.894  0.538  1.588  0.62
H  -2.560  2.517  3.931  0.00
H  -3.186  1.414  2.623  0.01
H  -2.250  2.913  2.219  0.00
H  -1.991  -0.812  3.582  0.01
H  -0.343  -0.665  4.299  0.00
H  -1.673  0.305  4.990  0.00


Question: Among the records above, which one has the lowest energy relative to the best compared isomer or geometry (same formula, charge and spin)?
Answer: C12H26IrNO5P2S